{"formula": "C35H27BBrO22S2", "method": "ωB97M-V with the def2-TZVPD basis set", "spin_multiplicity": 1, "gap_ha": 0.1490, "charge": -1, "species": ["C", "C", "C", "B", "S", "O", "C", "S", "C", "Br", "O", "H", "H", "H", "H", "H", "H", "H", "C", "C", "C", "O", "C", "C", "C", "O", "O", "O", "H", "H", "H", "H", "C", "C", "C", "O", "C", "C", "C", "O", "O", "O", "H", "H", "H", "H", "C", "C", "C", "O", "C", "C", "C", "O", "O", "O", "H", "H", "H", "H", "C", "C", "C", "O", "C", "C", "C", "O", "O", "O", "H", "H", "H", "H", "C", "C", "C", "O", "C", "C", "C", "O", "O", "O", "H", "H", "H", "H"], "xyz": [[-1.460, 4.544, 2.205], [-1.842, 5.596, 1.490], [-2.158, 6.927, 0.601], [-1.193, 7.055, -0.727], [-2.127, 5.942, -1.993], [0.210, 6.549, -0.630], [0.852, 7.392, -1.652], [2.682, 7.136, -1.839], [0.315, 8.835, -1.060], [0.759, 9.165, 0.889], [-1.119, 8.502, -1.097], [-0.735, 3.866, 2.802], [-3.255, 6.810, 0.236], [-2.070, 7.890, 1.249], [-1.536, 4.682, -1.752], [0.281, 7.373, -2.671], [3.005, 7.143, -3.208], [0.463, 9.772, -1.709], [-0.142, -0.198, 2.464], [0.898, -0.865, 1.961], [1.300, -0.714, 0.534], [2.270, -1.326, 0.111], [0.499, 0.173, -0.317], [-0.545, 0.838, 0.185], [-0.929, 0.707, 1.619], [-1.877, 1.342, 2.050], [-1.299, 1.663, -0.596], [1.639, -1.715, 2.737], [-0.442, -0.297, 3.498], [0.791, 0.259, -1.355], [-1.989, 2.027, -0.003], [2.331, -2.071, 2.144], [4.313, -6.955, -2.062], [3.820, -6.198, -3.045], [3.040, -4.961, -2.754], [2.619, -4.283, -3.676], [2.804, -4.611, -1.349], [3.295, -5.370, -0.367], [4.098, -6.591, -0.657], [4.548, -7.252, 0.266], [3.080, -5.055, 0.947], [4.011, -6.527, -4.357], [4.883, -7.854, -2.259], [2.222, -3.720, -1.151], [3.536, -5.753, 1.459], [3.561, -5.826, -4.869], [-4.950, -3.901, 0.723], [-3.718, -3.683, 1.188], [-3.309, -2.346, 1.703], [-2.180, -2.185, 2.138], [-4.296, -1.260, 1.658], [-5.527, -1.478, 1.190], [-5.944, -2.822, 0.701], [-7.084, -2.992, 0.296], [-6.453, -0.475, 1.141], [-2.781, -4.682, 1.211], [-5.260, -4.868, 0.349], [-3.980, -0.289, 2.018], [-7.259, -0.883, 0.766], [-1.977, -4.273, 1.592], [6.270, 7.872, -2.040], [7.162, 7.278, -2.835], [8.602, 7.662, -2.809], [9.395, 7.085, -3.537], [9.011, 8.739, -1.899], [8.118, 9.335, -1.106], [6.683, 8.932, -1.112], [5.899, 9.486, -0.361], [8.486, 10.340, -0.256], [6.790, 6.291, -3.705], [5.222, 7.601, -2.047], [10.055, 9.020, -1.903], [7.664, 10.603, 0.206], [7.612, 6.024, -4.163], [-5.991, -8.924, 3.475], [-5.143, -8.151, 2.794], [-5.221, -8.033, 1.310], [-4.442, -7.302, 0.722], [-6.245, -8.817, 0.611], [-7.091, -9.593, 1.292], [-7.030, -9.689, 2.778], [-7.831, -10.395, 3.370], [-8.048, -10.330, 0.652], [-4.169, -7.435, 3.431], [-5.946, -9.017, 4.552], [-6.280, -8.736, -0.468], [-8.529, -10.802, 1.360], [-3.691, -6.957, 2.722]], "lowdin_charge": [0.01, -0.09, -0.17, -1.27, 0.66, -0.16, -0.64, 0.72, -0.57, 0.62, -0.15, 0.03, 0.08, 0.09, -0.13, 0.12, -0.12, 0.12, 0.05, -0.22, -0.31, 0.08, 0.08, -0.21, -0.32, 0.09, 0.10, 0.08, 0.14, 0.14, 0.12, 0.11, 0.07, -0.22, -0.31, 0.12, 0.09, -0.22, -0.31, 0.10, 0.09, 0.09, 0.14, 0.13, 0.11, 0.12, 0.08, -0.21, -0.29, 0.12, 0.09, -0.21, -0.31, 0.11, 0.10, 0.08, 0.12, 0.13, 0.12, 0.12, 0.08, -0.22, -0.32, 0.10, 0.07, -0.22, -0.30, 0.13, 0.09, 0.09, 0.05, 0.13, 0.12, 0.11, 0.08, -0.21, -0.31, 0.11, 0.08, -0.22, -0.31, 0.11, 0.09, 0.10, 0.14, 0.14, 0.12, 0.11]}